21
Properties=species:S:1:pos:R:3:nbo_charge:R:1 method="wB97M-V/def2-TZVPD" homo_energy_ev="-12.567 / -12.604" e_above_lowest_ev=11.6340 charge=+1
C 0.9386 2.0543 0.0628 -0.034
C 0.4883 1.1349 0.9813 -0.017
C -1.7836 -0.0472 -0.3447 0.309
C -2.1302 -1.3806 0.0248 -0.364
C 0.3825 0.0116 -1.3103 -0.291
C -0.4654 1.7852 -0.1233 -0.040
C -1.5763 -0.2835 1.0916 -0.246
C -0.1740 -0.0810 1.2650 -0.058
C 0.7563 -0.2990 0.1611 0.158
C 2.1140 -0.9551 0.2759 -0.676
N -0.8469 0.7085 -1.0435 -0.349
H 1.7960 2.2545 -0.4758 0.243
H -3.1334 -1.5184 0.1392 0.267
H -1.4670 -2.1823 -0.1929 0.231
H 0.9137 0.8121 -1.8704 0.255
H 0.1902 -0.9147 -1.9151 0.269
H -1.3084 2.4955 0.2921 0.283
H -2.3337 -0.1461 1.9509 0.292
H 2.3729 -1.2871 1.2474 0.256
H 2.9665 -0.3428 0.1938 0.250
H 2.3002 -1.8191 -0.4099 0.261


38
Properties=species:S:1:pos:R:3:nbo_charge:R:1 method="wB97M-V/def2-TZVPD" homo_energy_ev=-7.168 e_above_lowest_ev=1.6037
Ru 0.4488 0.0052 -0.4358 0.661
O -0.6382 -0.2553 1.2508 -0.526
N -1.9059 0.1688 1.1753 -0.004
C -2.5059 0.4374 2.3531 0.042
C -3.8101 0.8431 2.3987 -0.268
C -4.5108 0.9834 1.1981 -0.166
C -3.8794 0.7160 0.0109 -0.232
C -2.5385 0.3088 -0.0208 0.035
S -1.6303 -0.0461 -1.4464 -0.077
H -1.8621 0.2993 3.2080 0.236
H -4.2636 1.0571 3.3542 0.231
H -5.5409 1.3116 1.2013 0.225
H -4.3838 0.8346 -0.9372 0.239
N 3.4030 2.0614 0.0659 -0.790
C 3.5741 0.7197 0.0636 0.294
N 2.5898 -0.1355 0.0218 -0.511
C 3.0668 -1.4352 -0.0037 0.091
C 4.4106 -1.5704 0.0558 -0.430
S 5.1447 -0.0105 0.1226 0.396
C 2.0497 -2.4711 -0.0732 0.199
C 2.2244 -3.8054 0.0298 -0.459
S 0.6984 -4.5971 -0.0145 0.400
C -0.0889 -3.0625 -0.1788 0.284
N 0.7300 -2.0380 -0.2073 -0.446
N -1.4410 -2.9930 -0.2527 -0.805
H 2.5092 2.3557 -0.3094 0.431
H 4.1944 2.6344 -0.1680 0.397
H 4.9971 -2.4714 0.0506 0.245
H 3.1434 -4.3483 0.1584 0.248
H -1.9200 -3.8409 -0.5056 0.393
H -1.7824 -2.1465 -0.7085 0.418
Cl 0.1319 2.7856 0.4102 -0.024
C -0.2654 3.3336 -1.2592 -0.322
Cl -2.0020 3.5707 -1.4234 0.005
C 0.3218 2.3719 -2.3692 0.763
O 0.0246 2.6661 -3.5053 -0.619
O 1.1003 1.4562 -1.9497 -0.784
H 0.2061 4.3065 -1.3605 0.233


14
Properties=species:S:1:pos:R:3:nbo_charge:R:1 method="wB97M-V/def2-TZVPD" homo_energy_ev=-7.549 e_above_lowest_ev=5.1506
C 0.7650 -0.8066 1.2234 -0.263
O 1.1550 1.2367 -0.7739 -0.866
C -0.0760 0.9007 -1.0090 0.129
C -0.2912 -0.6678 -1.0494 -0.100
O -0.4793 -0.6654 0.4604 -0.366
C -0.9448 0.7836 0.3134 -0.103
H 0.4721 -1.1354 2.2208 0.196
H 1.3548 -1.5702 0.7195 0.206
H 1.2955 0.1445 1.1845 0.261
H -0.6397 1.4111 -1.8301 0.107
H 0.5721 -1.2788 -1.3118 0.206
H -1.2339 -1.0749 -1.4265 0.191
H -0.6137 1.3652 1.1738 0.208
H -2.0328 0.7059 0.2428 0.192


36
Properties=species:S:1:pos:R:3:nbo_charge:R:1 method="wB97M-V/def2-TZVPD" homo_energy_ev=-16.886 charge=+2
C -4.1518 -0.7997 2.1742 -0.617
C -3.2586 -1.2994 1.0270 -0.561
S -1.6845 -1.8753 1.6829 0.514
C -0.4758 -0.5945 1.2637 -0.620
C 0.1854 -0.7648 -0.1278 0.315
C 1.6946 -0.5939 0.0104 -0.475
C 2.5106 -0.0539 -1.1861 -0.412
C 3.3158 1.2103 -0.8374 -0.418
C 2.5308 2.5039 -1.0499 -0.658
S 1.3829 2.9795 0.2424 2.110
O 0.1936 2.1671 0.0822 -0.990
O 1.2974 4.3917 0.3320 -0.828
Cl 2.2412 2.3357 1.9704 -0.194
C -0.5491 0.0735 -1.2591 -0.118
O -0.9348 -0.9592 -2.2905 -0.394
C -1.1416 -1.9664 -1.5406 0.996
O -2.0070 -2.8222 -1.6364 -0.566
O -0.2426 -2.1602 -0.5454 -0.529
H -3.7288 0.0777 2.6662 0.233
H -5.1163 -0.5357 1.7314 0.262
H -4.3299 -1.5930 2.9020 0.241
H -3.7294 -2.1672 0.5519 0.263
H -3.1185 -0.5383 0.2562 0.230
H 0.2704 -0.6613 2.0571 0.280
H -0.9694 0.3821 1.3281 0.307
H 1.8756 0.0315 0.8867 0.269
H 2.0768 -1.5905 0.2723 0.254
H 1.8738 0.1358 -2.0541 0.202
H 3.2249 -0.8171 -1.5032 0.249
H 4.2022 1.2499 -1.4750 0.262
H 3.6956 1.1605 0.1852 0.239
H 3.1802 3.3767 -1.1592 0.290
H 1.9166 2.4297 -1.9531 0.253
H 0.0624 0.8018 -1.7747 0.271
H -1.4465 0.5867 -0.9164 0.243
Pt -0.8463 -4.1017 -0.3133 1.099


83
Properties=species:S:1:pos:R:3:lowdin_charge:R:1 method="wB97M-V/def2-TZVPD" homo_energy_ev=-10.819 e_above_lowest_ev=0.0142 charge=+1
Pd -0.6429 0.0239 -1.4017 0.629
O -1.1423 3.1618 -1.8187 -0.396
S -0.6404 2.1889 -0.8522 0.813
C -1.5568 2.4262 0.6675 -0.376
C -2.2285 3.6421 0.7499 -0.071
C -2.9899 3.9170 1.8739 -0.044
C -3.0824 2.9739 2.8878 -0.038
C -2.4217 1.7592 2.7812 -0.050
C -1.6353 1.4538 1.6713 -0.347
P -0.7917 -0.1784 1.4995 1.100
C -1.8398 -1.2752 2.5036 -0.379
C -1.7345 -1.3988 3.8896 -0.102
C -2.5914 -2.2424 4.5796 -0.062
C -3.5581 -2.9690 3.8955 -0.061
C -3.6623 -2.8614 2.5169 -0.056
C -2.8003 -2.0227 1.8256 -0.087
C 0.6948 0.0505 2.5312 -0.385
C 1.3735 -1.0922 2.9622 -0.123
C 2.5638 -0.9792 3.6612 -0.080
C 3.1066 0.2740 3.9192 -0.069
C 2.4384 1.4127 3.4963 -0.070
C 1.2321 1.3025 2.8154 -0.089
C 1.0356 2.6038 -0.3948 -0.350
C 1.3171 3.7845 0.2737 -0.046
C 2.6364 4.0683 0.5871 -0.035
C 3.6485 3.1825 0.2312 -0.033
C 3.3568 2.0183 -0.4630 -0.063
C 2.0370 1.7258 -0.7949 -0.337
P 1.5397 0.2948 -1.7897 1.005
C 2.5847 -1.0869 -1.3347 -0.329
C 2.9386 -2.0357 -2.2914 -0.058
C 3.6942 -3.1356 -1.9172 -0.051
C 4.0962 -3.2862 -0.5977 -0.052
C 3.7436 -2.3388 0.3555 -0.057
C 2.9834 -1.2411 -0.0076 -0.086
C 1.8304 0.6866 -3.5212 -0.342
C 1.0636 0.0200 -4.4773 -0.092
C 1.2783 0.2700 -5.8230 -0.054
C 2.2467 1.1846 -6.2136 -0.056
C 3.0040 1.8534 -5.2618 -0.059
C 2.7998 1.6062 -3.9133 -0.062
H -2.1654 4.3426 -0.0722 0.115
H -3.5178 4.8579 1.9491 0.118
H -3.6832 3.1787 3.7640 0.118
H -2.5279 1.0270 3.5700 0.105
H -0.9771 -0.8437 4.4298 0.110
H -2.5026 -2.3365 5.6538 0.111
H -4.2224 -3.6284 4.4380 0.112
H -4.4032 -3.4374 1.9778 0.114
H -2.8662 -1.9606 0.7470 0.073
H 0.9676 -2.0750 2.7502 0.119
H 3.0704 -1.8714 4.0063 0.112
H 4.0379 0.3604 4.4628 0.110
H 2.8441 2.3927 3.7128 0.108
H 0.7063 2.2019 2.5212 0.095
H 0.5215 4.4605 0.5604 0.125
H 2.8773 4.9790 1.1188 0.121
H 4.6743 3.4068 0.4909 0.120
H 4.1495 1.3368 -0.7455 0.125
H 2.6290 -1.9189 -3.3210 0.109
H 3.9680 -3.8746 -2.6575 0.115
H 4.6877 -4.1452 -0.3102 0.113
H 4.0611 -2.4540 1.3833 0.105
H 2.7127 -0.5048 0.7379 0.086
H 0.3075 -0.6917 -4.1666 0.093
H 0.6858 -0.2464 -6.5660 0.115
H 2.4074 1.3829 -7.2649 0.113
H 3.7523 2.5713 -5.5690 0.112
H 3.3894 2.1366 -3.1765 0.101
O -4.3454 -4.3960 -2.2984 0.147
C -5.0121 -3.3574 -1.8341 -0.497
O -6.1767 -3.3996 -1.5357 0.119
C -4.2509 -2.0844 -1.6237 -0.042
C -4.8531 -0.9426 -1.1358 0.027
N -3.9023 -0.0020 -1.0246 0.059
N -2.7128 -0.4653 -1.4177 -0.029
C -2.9001 -1.7278 -1.7829 -0.150
C -1.6918 -2.5023 -2.2215 -0.536
O -1.8233 -3.6423 -2.6384 0.096
O -0.5722 -1.8637 -2.1637 -0.155
H -3.3864 -4.1916 -2.4556 0.070
H -5.8832 -0.7668 -0.8757 0.152
H -3.9991 0.9532 -0.7182 0.170